No. 1
DFT (the ωB97M-V functional and the def2-TZVPD basis) results for a structure of composition C25H22N4NaO3Si at a distorted geometry.

```
! wB97M-V def2-TZVPD RIJCOSX def2/J DEFGRID3
* xyz -1 1
Na -0.49812 -0.02482 -2.56379
O -0.18969 0.00155 -0.52089
O 0.28120 -1.26522 -1.13535
N -0.66610 2.97675 -3.84652
C -1.54770 2.06290 -4.38059
O -1.36082 0.84564 -4.17314
C -2.66419 2.55789 -5.11199
C -3.61722 1.62800 -5.61776
N -4.38956 0.87378 -6.02771
C -2.81548 3.95234 -5.34480
N -2.89491 5.08898 -5.54664
H 0.25678 2.63378 -3.62638
H -0.71834 3.93443 -4.15284
C 3.12632 -2.07663 -2.27515
C 3.75122 -0.69227 -2.42805
C 2.78173 0.40549 -2.65721
N 2.09820 1.31596 -2.81141
H 3.89069 -2.76944 -1.92238
H 2.75393 -2.43892 -3.23336
H 2.30104 -2.03909 -1.56403
H 4.44899 -0.65801 -3.26711
H 4.31890 -0.42287 -1.53576
C 4.12910 -1.07734 2.49458
C 3.85227 -0.26356 1.40030
C 2.54067 -0.07132 0.99339
C 1.47672 -0.68311 1.66933
C 1.77544 -1.49396 2.76329
C 3.09107 -1.69201 3.17657
Si -0.25711 -0.32944 1.08599
C -1.35334 -1.77113 1.49918
C -2.58426 -1.61513 2.14023
C -3.39632 -2.71077 2.41692
C -2.98647 -3.98319 2.05218
C -1.76636 -4.16177 1.40896
C -0.95941 -3.06645 1.13790
C -0.90520 1.21678 1.90266
C -1.54384 2.22188 1.16915
C -2.03616 3.36141 1.79596
C -1.89618 3.51641 3.16730
C -1.25759 2.53441 3.91401
C -0.76698 1.39940 3.28277
H 5.15323 -1.23083 2.81317
H 4.66301 0.21992 0.86717
H 2.32874 0.55197 0.13077
H 0.97556 -1.99657 3.29744
H 3.30181 -2.33120 4.02543
H -2.92260 -0.62523 2.42621
H -4.34948 -2.56833 2.91123
H -3.61897 -4.83836 2.25890
H -1.44977 -5.15320 1.10883
H -0.02279 -3.20839 0.61306
H -1.65677 2.12492 0.09574
H -2.52644 4.12725 1.20808
H -2.27898 4.40555 3.65347
H -1.13720 2.65579 4.98344
H -0.26227 0.64543 3.87923
*
```

Energy ... -50681.8815 eV
HOMO ... -4.80 eV


No. 2
DFT (the ωB97M-V functional and the def2-TZVPD basis) results for a structure of composition C25H23AsF5NOS4TcTe at a distorted geometry.

```
! wB97M-V def2-TZVPD RIJCOSX def2/J DEFGRID3
* xyz 2 2
Tc -3.38717 16.85249 1.71098
S -1.18119 13.45544 3.91764
As -2.63462 14.09762 2.63841
S -1.80082 15.55364 1.04761
S -4.18712 15.67149 3.34391
S -3.90119 12.58255 1.83887
C -7.92637 24.35621 3.51536
C -7.37722 23.02329 3.08942
C -7.67172 21.89825 3.85357
C -7.08633 20.65613 3.53901
C -7.29693 19.54805 4.51658
C -6.30896 20.52553 2.38337
Te -5.70569 18.40335 1.87376
N -5.48768 18.88360 -0.05450
C -5.04763 17.83475 -0.72627
O -4.63251 16.74478 -0.11506
C -5.05063 17.81014 -2.14708
C -4.55402 16.64654 -2.72344
C -4.62072 16.59853 -4.08516
C -5.17533 17.67981 -4.78779
C -5.70099 18.81895 -4.18503
C -5.64288 18.90824 -2.80907
C -7.76694 17.63786 1.57969
C -8.08524 16.42727 2.21123
C -9.40813 15.98347 2.21244
C -10.42730 16.72498 1.57507
C -10.06874 17.87956 0.87642
C -8.76568 18.37908 0.87205
C -8.58728 19.73593 0.22469
C -5.99233 21.66248 1.59143
C -5.02231 21.62992 0.47393
C -6.53865 22.89646 1.98818
H -8.53618 24.16435 4.39970
H -8.55422 24.78538 2.68024
H -7.13255 25.09903 3.74701
H -8.31222 21.92894 4.72681
H -7.82013 19.92746 5.41008
H -6.29224 19.11085 4.75725
H -7.93235 18.80473 4.07907
H -4.14336 15.84252 -2.07708
H -4.24441 15.76494 -4.69644
H -5.26924 17.64600 -5.89854
H -6.12938 19.60133 -4.79564
H -5.97196 19.79193 -2.21356
H -7.35900 15.78190 2.79659
H -9.68810 15.05710 2.75857
H -11.51224 16.44545 1.65313
H -10.79197 18.38039 0.27076
H -9.26185 19.81556 -0.66169
H -7.58107 19.95743 -0.09774
H -8.87754 20.54997 0.90628
H -4.00819 21.29928 0.83525
H -4.95723 22.60949 0.00540
H -5.34330 20.91323 -0.28687
H -6.31267 23.80358 1.38661
F -2.40798 19.50250 2.11381
C -2.48901 18.21508 2.77716
F -3.10322 18.57592 4.00247
C -1.03919 17.94889 3.24455
F -1.05011 16.90173 4.07245
F -0.22882 17.67202 2.17839
F -0.51488 19.03629 3.92669
*
```

Energy ... -157072.3691 eV
HOMO (alpha / beta) ... -13.67 / -13.55 eV
<S²> ... 1.248


No. 3
DFT (the ωB97M-V functional and the def2-TZVPD basis) results for a structure of composition C25H23AsN2O2ReS.

```
! wB97M-V def2-TZVPD RIJCOSX def2/J DEFGRID3
* xyz 2 2
Re -0.00266 -0.56438 1.03162
S -1.71298 0.79757 0.77117
C -1.87687 1.83316 2.21540
C -3.06088 2.54246 2.36303
C -3.25833 3.28003 3.52865
C -2.28797 3.32173 4.51993
C -1.08826 2.63406 4.35637
C -0.90073 1.89318 3.20374
As 0.72368 1.05723 2.72186
C 1.72975 2.40256 1.83940
C 1.16737 3.65623 1.62130
C 1.90785 4.61892 0.94598
C 3.18520 4.32453 0.49367
C 3.74205 3.06974 0.71632
C 3.01330 2.10213 1.38574
C 1.67784 0.42556 4.21873
C 1.25491 -0.75549 4.82369
C 1.92309 -1.21928 5.94478
C 3.00568 -0.50387 6.44648
C 3.42213 0.67151 5.83748
C 2.75869 1.14709 4.71219
H -3.82219 2.51925 1.59233
H -4.18136 3.82982 3.65776
H -2.45788 3.90061 5.41832
H -0.32275 2.68851 5.12020
H 0.17490 3.89838 1.97521
H 1.48702 5.60084 0.77495
H 3.75546 5.07608 -0.03610
H 4.74172 2.84798 0.36649
H 3.46026 1.13251 1.56490
H 0.40750 -1.31214 4.43954
H 1.60146 -2.13200 6.42852
H 3.52733 -0.86815 7.32193
H 4.26314 1.22354 6.23597
H 3.08499 2.06431 4.24131
N -3.04771 -5.82160 1.60185
C -2.39121 -4.66940 1.63145
C -1.07010 -4.55102 1.12638
C -0.48335 -3.33219 1.17218
N -1.08218 -2.19425 1.61989
C -2.33369 -2.31643 2.15249
C -2.98922 -3.50095 2.18014
H -2.63581 -6.65260 1.20964
H -3.98642 -5.90200 1.95763
H -0.52991 -5.40061 0.73343
H 0.53938 -3.22013 0.81534
H -2.78175 -1.41363 2.53889
H -3.98315 -3.53553 2.60670
C 3.69768 -1.73656 1.01733
C 2.98899 -1.09718 -0.12200
O 3.37055 -0.91887 -1.21284
O 1.65833 -0.56763 0.20560
H 4.09340 -2.69266 0.68058
H 3.08271 -1.86504 1.90447
H 4.55140 -1.10775 1.27637
*
```

Energy ... -107162.5891 eV
HOMO (alpha / beta) ... -14.61 / -14.66 eV
<S²> ... 0.768


No. 4
DFT (the ωB97M-V functional and the def2-TZVPD basis) results for a structure of composition C25H23BF4KN4O2 at a distorted geometry.

```
! wB97M-V def2-TZVPD RIJCOSX def2/J DEFGRID3
* xyz -1 1
K -0.42858 -0.16252 2.37591
C -2.79697 1.81740 4.23832
C -2.96255 2.71404 3.19063
C -3.50851 2.28480 1.98466
C -3.87751 0.95544 1.81995
C -3.71583 0.05849 2.87039
C -3.18117 0.49075 4.07978
H -2.35146 2.13478 5.17262
H -2.65902 3.74724 3.31103
H -3.64378 2.98713 1.17097
H -4.28239 0.61708 0.87482
H -4.00844 -0.97699 2.74845
H -3.04225 -0.20532 4.89829
C 2.71883 4.27477 -4.40747
O 2.97208 3.10448 -3.66150
C 2.27032 1.98728 -4.01608
C 1.36677 1.93571 -5.06726
C 0.71922 0.73531 -5.35569
C 0.92609 -0.39940 -4.59444
C 1.84463 -0.33158 -3.54068
C 2.51237 0.84269 -3.25941
N 0.33457 -1.62880 -5.04290
N -0.10125 -2.48855 -4.23687
C -0.35249 -2.26582 -2.86934
C -0.15668 -3.38983 -2.07344
C -0.18894 -3.36302 -0.69307
C -0.45684 -2.17102 0.02657
O -0.45321 -2.10528 1.28111
C -0.78792 -0.98547 -0.80692
N -1.12391 0.15308 -0.14571
C -1.51391 1.20090 -0.83820
C -1.69275 1.16849 -2.22816
C -1.34846 0.03352 -2.90758
C -0.79059 -1.06545 -2.22084
H 3.34668 5.05422 -3.98461
H 1.67049 4.57888 -4.33290
H 2.97414 4.14089 -5.46274
H 1.16178 2.80582 -5.67331
H 0.02737 0.67799 -6.18839
H 2.03228 -1.21070 -2.93780
H 3.22145 0.89747 -2.44169
H 0.08726 -4.30902 -2.59653
H 0.00272 -4.25600 -0.11009
H -1.72761 2.10472 -0.27352
H -2.10601 2.02473 -2.74657
H -1.51957 -0.03349 -3.97288
F 0.05017 0.71394 4.37889
B 0.17336 -0.00671 5.61201
F -0.46069 0.72183 6.62821
F -0.46354 -1.26158 5.41854
F 1.53843 -0.19853 5.88663
C 2.89805 -3.67641 3.40833
C 2.37364 -2.30567 3.84278
C 2.55131 -1.30064 2.78372
N 2.67085 -0.51870 1.94787
H 2.69391 -4.40975 4.18858
H 3.97324 -3.64816 3.23105
H 2.40652 -4.00165 2.49218
H 2.87240 -1.93504 4.73518
H 1.31188 -2.35281 4.08912
*
```

Energy ... -64233.7758 eV
HOMO ... -4.30 eV


The following relative energy (zero: lowest compared OMol25 entry of this formula, charge and spin) values (in eV) correspond, in order, to the records above: 0.236; 0.000; 0.332; 0.982.